No. 1
This record from OMol25 describes a structure of composition C24H39Br2CuNOSSb. The level of theory is ωB97M-V/def2-TZVPD.

```
70
Properties=species:S:1:pos:R:3:lowdin_spin:R:1
Cu -0.304 -0.348 -1.115 0.0307
C 2.757 -1.625 -1.632 0.0040
C 2.456 -0.380 -2.361 0.0260
C 3.435 0.105 -3.268 -0.0141
C 3.215 1.279 -3.902 0.0223
C 2.087 2.041 -3.605 0.0022
C 1.799 3.333 -4.175 0.2116
Br 3.144 4.347 -5.064 0.0629
C 0.558 3.895 -3.994 -0.0141
C -0.448 3.315 -3.245 0.1825
Br -2.069 4.208 -3.184 0.0614
C -0.233 2.078 -2.581 0.0597
O -1.126 1.452 -1.904 0.2809
C 1.090 1.407 -2.786 0.0534
N 1.263 0.177 -2.246 0.0074
H 3.780 -1.962 -1.697 0.0000
H 2.133 -2.412 -2.117 0.0021
H 2.445 -1.566 -0.570 0.0010
H 4.232 -0.546 -3.493 -0.0012
H 3.988 1.615 -4.585 0.0017
H 0.330 4.801 -4.596 -0.0030
C -2.214 -2.816 2.459 0.0004
C -0.707 -2.606 2.379 0.0039
C -0.050 -2.625 3.737 0.0008
C -0.036 -3.527 1.375 0.0002
Sb -0.307 -0.356 1.471 0.0073
C 1.604 0.913 2.046 0.0017
C 1.887 1.681 0.667 -0.0002
C 2.646 -0.175 2.330 0.0003
C 1.498 2.047 3.103 0.0004
C -2.060 1.047 2.012 0.0003
C -2.020 1.192 3.521 0.0005
C -3.311 0.347 1.384 -0.0001
C -1.847 2.413 1.347 0.0002
H -2.474 -3.876 2.644 0.0002
H -2.698 -2.597 1.464 0.0001
H -2.752 -2.244 3.184 0.0000
H 0.864 -2.030 3.833 0.0001
H 0.209 -3.690 3.963 0.0003
H -0.691 -2.166 4.500 0.0000
H -0.062 -4.566 1.791 0.0000
H 1.004 -3.308 1.216 0.0001
H -0.524 -3.481 0.403 0.0000
H 2.299 0.997 -0.092 0.0000
H 2.611 2.477 0.839 -0.0001
H 1.044 2.222 0.226 -0.0002
H 2.708 -1.067 1.675 0.0001
H 2.531 -0.683 3.316 0.0000
H 3.627 0.320 2.400 0.0000
H 1.173 2.999 2.710 0.0000
H 2.454 2.217 3.522 0.0001
H 0.838 1.807 3.978 0.0000
H -1.783 0.275 4.114 0.0001
H -2.942 1.557 3.895 0.0001
H -1.263 1.897 3.847 0.0000
H -3.436 -0.594 1.913 0.0000
H -3.087 0.107 0.342 -0.0001
H -4.177 1.043 1.442 0.0000
H -0.897 2.556 0.834 0.0000
H -1.865 3.199 2.094 0.0001
H -2.602 2.590 0.605 0.0001
C -1.281 -1.761 -3.832 -0.0001
S -1.296 -2.154 -2.068 0.0052
C -3.110 -2.385 -1.995 0.0004
H -1.823 -0.830 -4.024 0.0000
H -1.753 -2.647 -4.390 0.0001
H -0.177 -1.643 -4.136 0.0000
H -3.317 -3.452 -2.063 0.0002
H -3.590 -1.857 -2.785 0.0000
H -3.374 -1.978 -1.079 0.0000
```

Computed properties:
2S+1: 2
Total charge: +1
Energy above the lowest of the compared OMol25 structures with the same formula, charge and spin in kcal/mol: 0.00
HOMO-LUMO gap (alpha / beta) in eV: 6.90 / 4.78
Highest occupied orbital energy (alpha / beta) in Eh: -0.3759 / -0.3759
Expectation value of S²: 0.7918


No. 2
This record from OMol25 describes a cluster of 2 separate species, C24H39BrFN3O3S in total. The level of theory is ωB97M-V/def2-TZVPD.

```
72
Properties=species:S:1:pos:R:3:lowdin_spin:R:1
C -1.572 -1.033 -1.155 0.0002
C -1.439 -2.305 -0.299 0.0000
C -0.326 -3.343 -0.775 0.0000
Br 0.599 -2.823 -2.418 0.0000
C 0.640 -3.583 0.388 0.0000
C 1.392 -2.510 0.920 0.0000
C 1.331 -1.068 0.430 0.0000
O 1.741 -0.675 -0.622 0.0000
O 0.767 -0.173 1.338 0.0000
C 1.864 0.518 2.029 0.0000
C 1.980 1.901 1.401 0.0000
N 2.898 2.063 0.541 0.0001
C 2.232 -2.757 2.001 0.0000
C 2.347 -4.002 2.567 0.0000
C 3.265 -4.121 3.771 0.0000
C 2.591 -3.417 4.976 0.0000
C 1.642 -4.297 5.799 0.0000
F 3.541 -2.816 5.782 0.0000
N 1.612 -5.012 2.040 0.0000
S 1.732 -6.580 2.803 0.0000
C 0.780 -4.834 0.977 0.0000
C -0.041 -5.988 0.427 0.0000
H -2.371 -0.427 -0.694 0.0001
H -0.684 -0.394 -1.163 0.0000
H -1.924 -1.235 -2.173 0.0000
H -2.411 -2.819 -0.362 0.0000
H -1.271 -2.098 0.767 0.0000
H -0.873 -4.247 -1.032 0.0000
H 2.824 0.020 1.828 0.0000
H 1.721 0.519 3.117 0.0000
H 1.272 2.704 1.649 0.0000
H 2.823 3.021 0.185 0.0000
H 2.810 -1.947 2.435 0.0000
H 4.157 -3.524 3.523 0.0000
H 3.611 -5.136 3.976 0.0000
H 1.982 -2.583 4.588 0.0000
H 0.980 -3.611 6.350 0.0000
H 0.986 -4.920 5.181 0.0000
H 2.212 -4.850 6.555 0.0000
H 2.806 -7.149 2.185 0.0000
H -0.066 -5.905 -0.666 0.0000
H 0.378 -6.969 0.649 0.0000
H -1.069 -5.867 0.799 0.0000
C -1.134 5.024 -0.590 0.0016
C -1.575 3.655 -1.155 0.0260
C -0.378 2.894 -1.742 0.0142
C 0.051 3.369 -3.126 0.0007
C -1.146 3.366 -4.070 0.0137
C -2.311 4.206 -3.540 0.0257
N -2.684 3.846 -2.135 0.3476
O -3.377 2.740 -2.176 0.5622
C -1.931 5.700 -3.647 0.0016
C -3.502 4.064 -4.492 -0.0009
C -2.018 2.890 0.099 -0.0011
H -1.034 5.811 -1.330 0.0003
H -1.854 5.388 0.145 0.0008
H -0.166 4.941 -0.091 -0.0004
H -0.628 1.830 -1.816 0.0023
H 0.473 2.954 -1.059 0.0011
H 0.510 4.359 -3.063 0.0003
H 0.825 2.701 -3.513 0.0007
H -0.836 3.739 -5.049 0.0011
H -1.472 2.332 -4.225 0.0025
H -2.660 6.328 -3.133 0.0013
H -1.908 6.012 -4.691 -0.0004
H -0.940 5.927 -3.259 0.0000
H -3.810 3.027 -4.623 -0.0006
H -3.239 4.439 -5.481 -0.0003
H -4.360 4.637 -4.137 0.0003
H -2.913 3.333 0.538 0.0002
H -1.227 2.922 0.850 -0.0003
H -2.223 1.840 -0.107 -0.0004
```

Computed properties:
2S+1: 2
Total charge: +1
HOMO-LUMO gap (alpha / beta) in eV: 5.66 / 6.43
Highest occupied orbital energy (alpha / beta) in Eh: -0.3756 / -0.4038
Expectation value of S²: 0.7541


No. 3
This record from OMol25 describes a cluster of 2 separate species, C24H39ClFN3O7P in total. The level of theory is ωB97M-V/def2-TZVPD.

```
76
Properties=species:S:1:pos:R:3:mulliken_charge:R:1
C 4.592 -2.566 -0.056 -0.9901
C 3.689 -3.709 0.369 -0.5283
C 2.412 -3.809 -0.453 -0.5306
O 1.819 -2.515 -0.568 -0.3222
C 0.448 -2.471 -0.296 -1.7885
C -0.205 -1.229 -1.021 2.1921
O 0.728 -0.846 -2.001 -0.3500
N 0.113 -0.165 -3.115 0.3141
O 0.634 -0.465 -4.096 -0.4218
C -1.493 -1.719 -1.709 -2.8956
N -2.566 -2.033 -0.713 0.0840
P -4.156 -1.961 -1.676 0.1593
C -3.942 -3.104 -3.087 -1.1650
C -5.428 -2.749 -0.591 -0.9068
C -2.696 -1.000 0.387 0.1648
C -2.275 -1.691 1.701 -0.3180
C -3.465 -2.191 2.494 -0.3172
O -3.587 -3.385 2.771 -0.5409
O -4.395 -1.259 2.901 -0.4535
C -1.851 0.238 0.056 -0.7536
C -2.103 1.315 1.103 -0.6949
C -3.566 1.834 1.139 -1.1872
C -4.148 1.939 2.552 -0.3718
Cl -4.692 3.605 2.907 -0.2047
N -0.475 -0.226 0.019 0.8547
C 0.551 0.821 0.075 -1.8011
C 0.418 2.012 -0.904 -0.2716
C 1.779 2.429 -1.434 -1.0347
F 2.092 1.791 -2.626 -0.3636
H 4.091 -1.606 -0.016 0.1386
H 4.926 -2.704 -1.082 0.3144
H 5.461 -2.542 0.594 0.3699
H 4.206 -4.665 0.319 0.3958
H 3.386 -3.577 1.408 0.2695
H 2.664 -4.147 -1.458 0.3204
H 1.745 -4.519 0.031 0.3840
H 0.335 -2.332 0.778 0.3619
H -0.040 -3.406 -0.594 0.5000
H -1.924 -0.977 -2.372 0.8681
H -1.235 -2.642 -2.211 0.7131
H -2.481 -2.988 -0.368 0.7754
H -3.522 -2.594 -3.944 0.3474
H -4.946 -3.437 -3.337 0.4568
H -3.351 -3.985 -2.842 0.4061
H -4.986 -3.027 0.366 0.2207
H -6.233 -2.040 -0.467 0.3054
H -5.758 -3.672 -1.055 0.5152
H -3.748 -0.757 0.476 0.7845
H -1.687 -2.579 1.508 0.2607
H -1.637 -1.046 2.295 0.7291
H -5.105 -1.195 2.256 0.3719
H -2.175 0.674 -0.897 0.0520
H -1.822 1.016 2.108 0.5296
H -1.500 2.183 0.870 0.2691
H -3.558 2.850 0.762 0.6560
H -4.223 1.280 0.473 0.4818
H -3.417 1.706 3.316 0.3032
H -4.996 1.289 2.712 0.1980
H 1.538 0.386 -0.031 0.7902
H 0.541 1.232 1.081 0.4931
H 0.047 2.889 -0.380 0.5840
H -0.268 1.822 -1.724 0.3993
H 2.552 2.310 -0.686 0.4792
H 1.735 3.498 -1.641 0.4221
C 4.562 5.352 1.741 -0.4038
C 5.677 6.076 1.784 -0.3633
C 6.801 5.815 0.847 0.2868
O 7.816 6.471 0.886 -0.5199
C 6.630 4.716 -0.138 -0.4127
C 5.514 3.993 -0.179 -0.2518
C 4.396 4.257 0.757 0.3918
O 3.374 3.596 0.717 -0.4330
H 3.731 5.524 2.413 0.4118
H 5.820 6.881 2.493 0.4047
H 7.459 4.542 -0.812 0.4169
H 5.370 3.188 -0.888 0.4485
```

Computed properties:
Total charge: +1
Energy above the lowest of the compared OMol25 structures with the same formula, charge and spin in kcal/mol: 9.66
HOMO-LUMO gap in eV: 8.78
Highest occupied orbital energy in Eh: -0.4397


No. 4
This record from OMol25 describes a cluster of 3 separate species, C24H39ClIN2O8S in total. The level of theory is ωB97M-V/def2-TZVPD.

```
76
Properties=species:S:1:pos:R:3:mulliken_charge:R:1
C 4.767 -1.157 1.777 -0.6206
O 4.944 0.159 1.202 -0.3451
C 3.857 1.045 1.549 -0.0746
C 3.965 2.460 0.764 -0.7693
C 2.606 3.280 1.063 -0.3906
C 1.558 3.042 -0.166 -0.2670
C 0.475 1.948 0.371 -0.6031
C 0.077 0.858 -0.776 -0.4203
C -1.507 0.734 -1.015 -1.1993
N -2.192 -0.294 -0.176 0.3517
C -2.472 -1.702 -0.455 0.2230
C -2.081 -2.496 -1.781 -0.1306
C -1.956 -4.068 -1.391 0.1800
O -0.907 -4.458 -0.815 -0.4907
Cl -3.243 -5.308 -1.740 -0.1337
C -3.234 -2.427 0.676 -0.4643
N -3.381 -1.329 1.613 0.5180
C -4.116 -1.531 2.917 -0.7906
C -5.690 -1.467 2.553 -0.3624
C -6.159 -0.062 1.929 -0.7160
I -6.888 -0.252 -0.152 0.0254
C -2.768 -0.092 1.159 -0.1720
S -2.679 1.524 2.045 -0.1976
H 3.731 -1.323 2.242 0.2695
H 5.528 -1.397 2.615 0.2372
H 4.872 -1.947 0.942 0.2299
H 2.853 0.581 1.250 0.0698
H 3.881 1.322 2.674 0.2171
H 4.825 3.055 1.221 0.3242
H 4.164 2.316 -0.349 0.3319
H 2.838 4.395 1.141 0.0878
H 2.137 2.936 2.053 0.3528
H 0.996 4.041 -0.329 0.0768
H 2.082 2.723 -1.127 0.4348
H 0.810 1.408 1.319 0.3402
H -0.479 2.561 0.597 0.2233
H 0.606 -0.154 -0.622 0.2169
H 0.513 1.293 -1.758 0.4151
H -1.732 0.517 -2.118 0.3791
H -1.976 1.751 -0.742 0.4683
H -1.046 -2.209 -2.201 0.2754
H -2.864 -2.358 -2.609 0.3966
H -3.567 -3.515 0.734 0.3093
H -3.801 -0.780 3.721 0.3222
H -3.939 -2.592 3.341 0.3187
H -5.849 -2.268 1.733 0.2884
H -6.356 -1.708 3.447 0.3630
H -5.352 0.743 1.912 0.1339
H -7.051 0.390 2.504 0.4496
H -1.684 1.472 3.017 0.2313
C 0.174 8.255 1.089 -1.4787
C 1.459 7.585 0.653 0.6690
C 2.493 8.533 0.123 -0.5271
O 3.255 7.693 -0.738 -0.3138
C 2.414 6.713 -1.169 0.6687
O 2.667 5.936 -2.049 -0.5346
O 1.239 6.734 -0.471 -0.3570
H -0.204 8.929 0.316 0.3420
H -0.606 7.509 1.263 0.3554
H 0.324 8.828 2.007 0.3882
H 1.855 6.968 1.467 0.1949
H 3.120 8.955 0.911 0.3187
H 2.074 9.348 -0.475 0.3184
C 0.107 -7.030 -1.766 -1.1494
C 0.578 -7.525 -3.116 0.4995
C 0.970 -8.974 -3.134 -0.5118
O 1.895 -9.019 -4.215 -0.3122
C 2.456 -7.780 -4.298 0.6165
O 3.404 -7.507 -4.973 -0.5264
O 1.793 -6.888 -3.502 -0.3331
H 0.813 -7.303 -0.976 0.3538
H 0.040 -5.939 -1.762 0.1835
H -0.872 -7.444 -1.516 0.3509
H -0.175 -7.301 -3.881 0.2276
H 0.123 -9.637 -3.319 0.3161
H 1.487 -9.298 -2.225 0.3274
```

Computed properties:
Total charge: +1
HOMO-LUMO gap in eV: 7.68
Highest occupied orbital energy in Eh: -0.4265


No. 5
This record from OMol25 describes a structure of composition C24H39N2Si3V. The level of theory is ωB97M-V/def2-TZVPD.

```
69
Properties=species:S:1:pos:R:3:lowdin_spin:R:1
V -0.457 -0.601 -0.890 2.7907
C -3.053 -3.571 -0.450 0.0020
C -3.502 -2.143 -0.594 0.0052
C -4.783 -1.751 -0.241 0.0014
C -5.124 -0.407 -0.388 0.0040
C -4.213 0.500 -0.869 0.0026
C -2.925 0.041 -1.236 0.0147
N -2.618 -1.285 -1.106 0.0132
N -1.877 0.782 -1.638 0.0099
Si -1.869 2.428 -2.137 0.0052
C -3.176 2.697 -3.466 0.0000
C -2.217 3.664 -0.767 0.0006
C -0.193 2.813 -2.848 0.0011
H -3.530 -4.201 -1.204 0.0002
H -3.319 -3.963 0.533 0.0002
H -1.974 -3.636 -0.571 0.0011
H -5.485 -2.472 0.156 0.0001
H -6.114 -0.069 -0.099 0.0002
H -4.449 1.552 -0.941 0.0001
H -4.184 2.509 -3.089 0.0000
H -3.005 2.019 -4.306 0.0001
H -3.146 3.723 -3.844 0.0000
H -3.178 3.486 -0.276 0.0000
H -2.229 4.677 -1.178 0.0001
H -1.444 3.617 0.002 0.0000
H 0.005 2.195 -3.728 0.0003
H 0.586 2.592 -2.115 0.0000
H -0.116 3.864 -3.141 0.0001
C 1.473 0.384 -0.900 0.0028
C 2.581 0.898 -0.839 0.0473
C 3.863 1.528 -0.738 0.0079
C 4.095 2.530 0.213 0.0087
C 5.335 3.138 0.316 -0.0005
C 6.376 2.763 -0.523 0.0084
C 6.161 1.769 -1.468 -0.0005
C 4.922 1.158 -1.576 0.0089
H 3.283 2.818 0.868 0.0005
H 5.490 3.911 1.060 -0.0002
H 7.346 3.239 -0.440 0.0006
H 6.966 1.466 -2.128 -0.0002
H 4.752 0.382 -2.311 0.0006
C 1.484 0.315 2.849 0.0004
Si -0.230 -0.314 2.401 0.0050
C -1.026 -0.946 3.997 0.0007
C -1.204 1.232 1.934 0.0089
C -0.297 -1.588 1.094 0.0079
Si 0.991 -2.846 0.813 0.0017
C 1.123 -3.269 -1.037 0.0150
C 2.749 -2.387 1.286 0.0001
C 0.575 -4.481 1.666 -0.0001
H 1.392 1.194 3.495 0.0001
H 2.022 0.605 1.945 0.0000
H 2.080 -0.431 3.378 0.0000
H -1.053 -0.178 4.776 0.0001
H -0.482 -1.811 4.387 -0.0001
H -2.055 -1.264 3.802 0.0001
H -1.250 1.935 2.773 0.0010
H -2.227 0.999 1.625 0.0007
H -0.707 1.730 1.097 0.0037
H -1.240 -2.137 1.236 0.0052
H 1.514 -2.409 -1.594 0.0065
H 0.172 -3.567 -1.489 0.0051
H 1.829 -4.094 -1.184 0.0009
H 3.007 -1.423 0.843 0.0000
H 3.440 -3.141 0.895 0.0001
H 2.895 -2.321 2.366 0.0000
H -0.400 -4.849 1.333 0.0001
H 0.521 -4.340 2.749 -0.0001
H 1.319 -5.256 1.457 -0.0002
```

Computed properties:
2S+1: 4
Total charge: -1
Energy above the lowest of the compared OMol25 structures with the same formula, charge and spin in kcal/mol: 0.00
HOMO-LUMO gap (alpha / beta) in eV: 6.78 / 7.49
Highest occupied orbital energy (alpha / beta) in Eh: -0.1458 / -0.1744
Expectation value of S²: 3.7642


No. 6
This record from OMol25 describes the molecule C24H39N3O2. The level of theory is ωB97M-V/def2-TZVPD.

```
68
Properties=species:S:1:pos:R:3:nbo_charge:R:1
C -1.103 -2.500 -1.896 -0.2518
H -1.646 -3.287 -2.429 0.1806
O -1.963 -1.721 -1.104 -0.5235
C -3.007 -1.072 -1.707 0.3787
C -3.227 -1.069 -3.078 -0.3259
C -4.313 -0.395 -3.612 -0.1917
C -5.196 0.270 -2.784 -0.2417
C -4.979 0.265 -1.416 -0.1810
C -3.893 -0.389 -0.857 -0.1120
C -3.637 -0.324 0.631 -0.2305
N -2.903 0.852 1.070 -0.4352
C -1.608 0.988 0.437 -0.2379
C -0.761 2.009 1.196 -0.2310
C -1.486 3.353 1.207 -0.3879
C -2.887 3.168 1.781 -0.3996
C -3.640 2.096 0.996 -0.2191
H -3.777 2.435 -0.048 0.1624
H -4.628 1.942 1.439 0.1974
H -3.441 4.107 1.745 0.2041
H -2.810 2.849 2.821 0.2060
H -1.559 3.735 0.184 0.1880
H -0.927 4.079 1.800 0.2100
H -0.645 1.657 2.224 0.2271
C 0.638 2.149 0.579 -0.2025
N 1.327 0.872 0.475 -0.4619
C 1.883 0.382 1.614 0.7120
O 1.798 0.999 2.659 -0.6459
C 2.575 -0.972 1.510 -0.3486
H 3.198 -0.966 0.616 0.2595
C 1.523 -2.106 1.461 -0.4005
C 1.556 -2.731 2.854 -0.4025
C 3.031 -2.653 3.229 -0.3963
H 3.204 -2.800 4.293 0.2104
H 3.594 -3.411 2.679 0.1875
C 3.425 -1.253 2.762 -0.4083
H 4.490 -1.167 2.556 0.2047
H 3.162 -0.519 3.526 0.2386
H 1.164 -3.747 2.864 0.2068
H 0.971 -2.122 3.543 0.2056
H 0.527 -1.739 1.210 0.2130
H 1.816 -2.852 0.717 0.1961
C 1.434 0.290 -0.844 -0.2233
H 0.535 0.563 -1.401 0.2082
H 1.466 -0.795 -0.773 0.2155
C 2.672 0.796 -1.609 -0.2204
N 3.855 0.012 -1.289 -0.4541
C 5.073 0.795 -1.301 -0.4051
H 5.302 1.218 -2.291 0.1628
H 4.982 1.606 -0.581 0.2044
H 5.903 0.158 -0.999 0.2004
C 3.972 -1.158 -2.134 -0.4131
H 4.794 -1.776 -1.775 0.2034
H 3.054 -1.741 -2.084 0.1950
H 4.163 -0.900 -3.188 0.1668
H 2.466 0.781 -2.693 0.1685
H 2.849 1.834 -1.319 0.2047
H 1.232 2.809 1.219 0.2260
H 0.568 2.590 -0.417 0.1880
H -1.705 1.307 -0.620 0.1560
H -1.121 0.012 0.459 0.2172
H -3.055 -1.198 0.934 0.2162
H -4.589 -0.334 1.168 0.2029
H -5.674 0.772 -0.763 0.2110
H -6.049 0.787 -3.197 0.2132
H -4.466 -0.402 -4.681 0.2129
H -2.556 -1.589 -3.745 0.2167
H -0.401 -2.959 -1.200 0.2006
H -0.549 -1.888 -2.617 0.1720
```

Computed properties:
Total charge: 0
Energy above the lowest of the compared OMol25 structures with the same formula, charge and spin in kcal/mol: 0.00
HOMO-LUMO gap in eV: 8.79
Highest occupied orbital energy in Eh: -0.3030
SMILES string: COc1ccccc1CN1CCC[C@H](CN(CCN(C)C)C(=O)C2CCCC2)C1